[1]
94
Properties=species:S:1:pos:R:3:mulliken_spin:R:1 method="wB97M-V/def2-TZVPD" charge=+3 de_lowest_kcal_mol=0.0 homo_lumo_gap_ev="5.941 / 4.576" homo_energy_ev="-14.32 / -17.31" multiplicity=5
C 2.3007 -1.2477 -1.1393 0.006
C 1.5559 0.7936 -2.1058 -0.003
C 3.1817 -1.4207 -2.2130 0.149
C 2.2428 0.5188 -3.3209 0.229
C 3.1079 -0.5614 -3.3220 -0.043
H 3.9395 -2.2029 -2.0977 0.001
H 2.0366 1.1165 -4.2104 -0.006
H 3.7562 -0.7456 -4.1732 0.003
N 1.5389 -0.1519 -1.0974 0.308
P 0.5841 -2.2533 0.8700 0.079
P 0.1793 2.3499 -0.1915 0.119
C 2.2215 -2.2718 0.0125 0.001
H 2.4899 -3.2679 -0.3847 -0.002
H 3.0242 -2.0324 0.7342 -0.001
C 0.9525 2.0752 -1.8621 0.500
H 0.4526 2.5235 -2.7360 -0.027
C -1.5561 3.2128 -0.1220 0.059
C 1.5914 3.5422 0.1512 0.063
C -0.4424 -3.4048 -0.2646 0.025
C 0.9302 -3.1673 2.5081 0.011
C -2.6915 2.3504 0.4677 0.030
H -2.5573 2.1694 1.5385 -0.005
H -3.6473 2.8882 0.3376 0.002
H -2.7847 1.3892 -0.0419 -0.005
C -1.4901 4.4690 0.7465 0.017
H -1.2125 4.2162 1.7756 -0.002
H -0.8056 5.2194 0.3444 0.000
H -2.4891 4.9295 0.7759 -0.001
C -1.9815 3.5639 -1.5488 0.034
H -2.9372 4.1172 -1.5103 0.000
H -1.2526 4.1856 -2.0877 -0.003
H -2.1642 2.6324 -2.1012 -0.004
C 1.5163 4.0206 1.6057 0.000
H 1.0824 3.2758 2.2890 0.012
H 2.5446 4.2144 1.9325 0.002
H 0.9572 4.9573 1.6908 0.002
C 2.9331 2.8213 -0.0776 0.056
H 3.0258 1.9379 0.5569 0.000
H 3.0796 2.5235 -1.1179 -0.028
H 3.7499 3.5148 0.1519 0.000
C 1.4529 4.6825 -0.8816 0.032
H 0.9287 4.3974 -1.8030 -0.008
H 0.9508 5.5715 -0.4874 0.001
H 2.4607 4.9710 -1.2042 -0.004
C -0.4264 -3.4277 3.1732 0.022
H -0.2546 -3.8749 4.1619 0.001
H -0.9885 -2.4965 3.3200 0.002
H -1.0529 -4.1301 2.6118 0.003
C 1.7748 -2.2842 3.4325 0.014
H 2.7267 -1.9933 2.9735 0.003
H 1.2418 -1.3914 3.7706 -0.002
H 2.0190 -2.8728 4.3298 0.000
C 1.7221 -4.4784 2.3311 0.009
H 2.5845 -4.3624 1.6620 0.000
H 2.1152 -4.7777 3.3145 0.001
H 1.1111 -5.3163 1.9852 0.001
C -0.1389 -3.0800 -1.7320 0.000
H 0.8668 -3.4006 -2.0360 0.002
H -0.8586 -3.6173 -2.3660 0.001
H -0.2394 -2.0119 -1.9395 -0.010
C -1.9310 -3.1634 0.0409 0.022
H -2.2527 -2.1769 -0.2935 -0.011
H -2.5192 -3.9356 -0.4691 0.001
H -2.1508 -3.2661 1.1062 0.003
C -0.1528 -4.9082 -0.0786 0.006
H 0.9087 -5.1757 -0.2030 -0.001
H -0.5270 -5.3044 0.8769 0.000
H -0.7047 -5.4508 -0.8660 0.002
Pt 0.2176 0.1564 0.6592 0.975
C 1.4811 0.5660 1.9863 0.246
O 2.3112 0.8532 2.7587 0.009
N -1.3485 -0.1794 -0.8760 0.079
C -2.0240 -0.2228 -1.8474 0.000
C -2.4105 0.0693 -3.2916 -0.002
C -1.6977 1.1857 -4.0936 -0.001
C -2.0280 -1.2316 -4.0312 0.002
C -3.9272 0.4178 -3.1906 0.003
H -1.8460 2.2147 -3.7444 0.000
H -0.6150 1.0306 -4.2062 0.003
H -2.1402 1.1544 -5.1007 0.000
H -2.3214 -2.1536 -3.5102 0.000
H -2.4020 -1.3166 -5.0574 0.000
H -0.9315 -1.2098 -4.1315 0.001
H -4.2887 1.0854 -3.9960 0.000
H -4.5380 -0.4958 -3.2513 0.000
H -4.1600 0.9284 -2.2275 0.000
N -1.2729 -0.4863 5.5170 0.042
C -0.4730 0.3202 4.7897 -0.086
N 0.7641 0.5256 5.2942 0.034
S -0.9829 0.9446 3.2893 1.013
H -1.0808 -0.6775 6.4825 0.001
H -2.2398 -0.5816 5.1912 0.007
H 1.3817 1.2032 4.8192 0.008
H 0.9439 0.3725 6.2753 -0.002

[2]
139
Properties=species:S:1:pos:R:3:lowdin_charge:R:1 method="wB97M-V/def2-TZVPD" charge=-2 homo_lumo_gap_ev=4.453 homo_energy_ev=-2.14
C 2.7556 -0.8797 6.2696 -0.032
C 2.5183 0.6630 5.6857 -0.283
O 3.3427 1.0388 4.6812 -0.064
O 1.5010 1.5513 6.2747 -0.142
C 0.4304 1.8685 5.2721 -0.163
C -0.6675 0.6507 5.3110 -0.176
C -1.5240 0.4465 3.9229 -0.189
C -1.7290 -1.2041 3.7410 -0.236
C -0.5380 -1.9137 2.8694 -0.324
P -0.5998 -1.6136 0.9858 0.382
C -2.4420 -2.0244 0.7154 -0.232
O -3.2574 -0.7823 0.9280 -0.186
N -3.3723 -0.1062 -0.2307 -0.073
O -3.6005 1.0871 0.0289 -0.040
P 1.3805 -0.6468 0.9396 0.435
O 1.3477 0.8117 1.9531 -0.514
I 3.1291 -2.1178 1.8976 0.414
O -0.0125 -3.2858 0.8720 -0.419
C 0.0678 -3.8224 -0.5278 -0.390
P -1.3579 -5.0977 -0.5576 0.811
O -0.8590 -6.5320 -1.0755 -0.550
C 1.3871 -4.7870 -0.4165 -0.432
O 1.7752 -5.1604 0.8346 -0.182
O 2.1726 -5.3464 -1.5254 -0.250
C 0.0533 -2.5395 -1.5487 -0.464
C -1.0501 -2.8432 -2.7509 -0.142
C -0.9733 -1.8024 -4.0144 -0.230
O -0.8902 -0.3694 -3.6250 -0.199
C 0.1326 0.3271 -4.4631 -0.092
C -0.2824 1.9444 -4.4476 -0.199
F 0.9147 2.7882 -4.7289 -0.025
F -0.8086 2.2520 -3.0807 0.019
F -1.3596 2.1222 -5.4522 -0.011
P 1.6432 -2.2366 -2.5817 1.010
O 3.0594 -2.0332 -1.5938 -0.435
O 1.8591 -3.4131 -3.8450 -0.349
O -0.5204 -1.3893 -0.7754 -0.407
H 2.0571 -1.1171 7.2069 0.091
H 3.8707 -1.0006 6.6394 0.070
H 2.5705 -1.6988 5.4342 0.084
H 0.9591 2.0222 4.2397 0.116
H -0.1143 2.8765 5.5833 0.134
H -0.0949 -0.3113 5.6780 0.104
H -1.4558 0.9113 6.1620 0.116
H -2.6165 0.8854 4.0896 0.109
H -1.0485 0.9545 2.9824 0.088
H -1.6204 -1.6301 4.8516 0.098
H -2.8205 -1.4667 3.4128 0.087
H 0.4851 -1.4684 3.2947 0.039
H -0.4463 -3.0852 3.0293 0.108
H -1.1004 -0.2450 1.1641 0.021
H -2.8321 -2.7769 1.5562 0.112
H -2.7061 -2.5278 -0.3061 0.074
H 1.0550 1.5806 1.3637 0.041
H -1.7429 -5.3076 0.8431 0.046
H -2.5533 -4.6625 -1.2321 -0.023
H -2.1610 -2.8555 -2.3849 0.093
H -0.8165 -3.9259 -3.1563 0.125
H -0.1598 -2.0956 -4.8357 0.118
H -2.0161 -1.9048 -4.5870 0.037
H 1.2169 0.2886 -3.9842 0.116
H 0.1606 -0.0701 -5.5745 0.146
H 3.8526 -2.5444 -1.9448 0.073
H 1.2727 -4.2326 -3.7093 0.064
C -3.0362 -8.9255 -0.9179 -1.080
Cl -3.6795 -7.3452 -1.3801 0.515
Cl -3.8717 -10.2274 -1.7736 0.467
H -1.9725 -8.9628 -1.1650 -0.092
H -3.1703 -9.0636 0.1577 0.001
C -5.4787 -1.4697 -4.4455 -1.048
Cl -4.9638 -0.7392 -2.9203 0.544
Cl -4.1366 -1.5600 -5.5925 0.546
H -5.8479 -2.4793 -4.2497 0.032
H -6.2769 -0.8625 -4.8792 -0.077
C 5.3639 3.2643 3.3308 -0.982
Cl 4.8302 3.7595 1.7200 0.531
Cl 6.3596 4.5159 4.0838 0.538
H 4.4865 3.0835 3.9564 0.012
H 5.9510 2.3467 3.2447 0.047
C -9.4174 -1.4645 -6.2468 -1.023
Cl -9.8341 -1.1574 -4.5565 0.523
Cl -7.8304 -0.7937 -6.6426 0.598
H -9.4005 -2.5434 -6.4187 -0.080
H -10.1699 -1.0003 -6.8888 0.030
C 6.0440 3.0507 7.5140 -1.038
Cl 5.7728 1.3063 7.6051 0.533
Cl 6.4395 3.7168 9.1031 0.505
H 6.8731 3.2467 6.8299 0.005
H 5.1368 3.5330 7.1420 0.030
C -7.2939 0.6913 -9.9493 -1.040
Cl -7.9372 2.2717 -10.4114 0.496
Cl -8.1294 -0.6106 -10.8050 0.481
H -6.2302 0.6541 -10.1963 0.035
H -7.4280 0.5533 -8.8736 -0.042
C 0.3987 -10.6433 0.1624 -0.976
Cl -0.0504 -10.1387 -1.4712 0.580
Cl -0.9244 -10.3638 1.3009 0.533
H 0.6400 -11.7089 0.1520 0.022
H 1.2718 -10.0705 0.4843 0.039
C 0.8280 4.1165 -7.7583 -1.025
Cl 0.7164 2.7777 -8.9072 0.502
Cl 0.1217 5.5914 -8.4295 0.503
H 0.2904 3.8480 -6.8457 0.002
H 1.8801 4.2996 -7.5264 0.033
C 3.5391 5.0710 -1.3374 -1.042
Cl 3.6909 4.3826 -2.9585 0.501
Cl 2.1321 4.4107 -0.4951 0.499
H 4.4394 4.8352 -0.7650 -0.021
H 3.4278 6.1549 -1.4201 0.025
C -10.7205 -4.1653 -9.2492 -0.997
Cl -10.2674 -4.3300 -7.5484 0.576
Cl -11.9443 -2.9077 -9.4626 0.501
H -9.8334 -3.9006 -9.8297 0.029
H -11.1230 -5.1172 -9.6040 0.029
C 7.1393 5.6730 12.2700 -1.033
Cl 5.6634 6.6445 12.3217 0.510
Cl 7.6414 5.1917 13.8952 0.498
H 6.9540 4.7757 11.6746 -0.017
H 7.9371 6.2620 11.8111 0.033
C 3.5894 8.1021 15.4518 -1.035
Cl 2.3019 9.1745 14.8883 0.493
Cl 4.6316 8.9198 16.6223 0.489
H 3.1406 7.2260 15.9261 0.031
H 4.1925 7.7898 14.5958 -0.017
C -3.7983 6.1406 -7.4706 -1.033
Cl -4.4416 7.7210 -7.9328 0.483
Cl -4.6338 4.8388 -8.3263 0.491
H -2.7346 6.1034 -7.7177 -0.014
H -3.9324 6.0026 -6.3950 0.034
C 9.0204 5.4457 1.9559 -1.055
Cl 10.6283 6.0572 2.3632 0.482
Cl 9.1272 3.9577 1.0075 0.501
H 8.4734 5.2405 2.8792 -0.054
H 8.4894 6.2019 1.3726 0.031
C 5.2405 0.7585 -1.6891 -1.029
Cl 6.3923 -0.4530 -1.1142 0.490
Cl 3.8820 0.9260 -0.5704 0.474
H 5.7503 1.7210 -1.7764 0.011
H 4.8604 0.4523 -2.6668 0.026